(1)
Formula: C43H37IrN5P2S
Source: the OMol25 dataset
Level of theory: ωB97M-V/def2-TZVPD

Geometry as XYZ:
```
89
Properties=species:S:1:pos:R:3:mulliken_spin:R:1
Ir 13.35906 -2.38372 16.46572 0.798
C 16.08370 -2.54812 18.67355 0.017
P 15.56766 -1.29419 17.36351 0.336
C 16.91024 -1.32113 16.17465 0.008
C 17.21671 -0.07243 15.55163 0.034
C 18.08876 0.01151 14.44268 -0.016
C 18.79499 -1.06885 14.04003 0.027
C 18.64910 -2.29935 14.75756 -0.019
C 17.67547 -2.45400 15.74527 0.022
C 15.65651 0.36024 18.02269 -0.025
C 14.96075 1.40738 17.45816 0.049
C 15.00909 2.75169 17.90907 -0.002
C 15.95345 3.01703 18.92784 0.005
C 16.68933 1.95792 19.47917 -0.001
C 16.55672 0.65577 19.04470 0.010
C 15.48877 -3.82109 18.23525 0.005
C 15.74426 -5.09524 18.80484 0.002
C 15.08913 -6.02172 18.00855 -0.001
C 14.44048 -5.28711 17.01311 0.019
C 13.50920 -5.81480 15.95404 0.002
P 12.98729 -4.32402 14.99455 0.376
C 14.07497 -4.48083 13.57610 -0.028
C 13.49471 -4.68397 12.31084 0.044
C 14.26130 -4.50505 11.18318 -0.016
C 15.56614 -4.18552 11.30189 0.028
C 16.24119 -4.27668 12.52857 -0.015
C 15.47520 -4.47143 13.68596 0.046
C 11.19631 -4.47794 14.70787 -0.013
C 10.52470 -4.02732 13.53177 0.052
C 9.16541 -4.30758 13.34162 -0.020
C 8.50951 -5.18873 14.21031 0.041
C 9.15680 -5.62085 15.33450 -0.023
C 10.47180 -5.26627 15.61091 0.036
N 14.64621 -3.92198 17.17002 -0.006
H 15.70560 -2.28131 19.67245 0.003
H 17.17198 -2.64131 18.70504 0.005
H 16.74339 0.88682 15.81116 -0.001
H 18.09866 0.91234 13.84398 -0.001
H 19.51319 -1.04201 13.22615 0.002
H 19.26418 -3.16148 14.48468 -0.001
H 17.42896 -3.51464 16.07663 0.005
H 14.27472 1.12977 16.64365 -0.009
H 14.40810 3.55988 17.48609 0.000
H 16.15122 4.02385 19.27300 0.000
H 17.49831 2.13125 20.18459 0.001
H 17.19209 -0.12219 19.46834 0.000
H 16.45129 -5.25189 19.62430 -0.001
H 15.14890 -7.10075 18.05331 0.000
H 12.64827 -6.34624 16.36596 0.004
H 14.03501 -6.40844 15.23910 0.001
H 12.43253 -4.96194 12.27128 0.005
H 13.78948 -4.66244 10.19974 0.000
H 16.10344 -3.87141 10.38616 0.000
H 17.32212 -4.17249 12.59625 0.000
H 15.96724 -4.68382 14.64439 0.008
H 11.03640 -3.46880 12.80126 0.010
H 8.65274 -3.91947 12.44260 -0.001
H 7.53920 -5.64440 14.00325 0.003
H 8.68940 -6.32735 16.03417 -0.001
H 10.95559 -5.62736 16.56437 0.008
N 12.91336 0.38396 13.09620 0.029
C 12.88360 -0.35040 14.22487 -0.040
S 14.00598 -1.68248 14.28034 0.453
N 12.25681 0.13613 15.28877 0.300
N 12.15496 -0.77933 16.31204 0.244
C 11.51541 -0.35392 17.43214 0.243
C 11.08409 1.08140 17.55537 0.050
C 9.84367 1.39241 16.97741 0.047
C 9.46855 2.74431 16.96369 0.001
C 10.20764 3.69904 17.67346 0.004
C 11.37930 3.34665 18.36438 0.001
C 11.79990 2.01433 18.33928 0.051
C 11.49448 -1.30565 18.46191 0.142
C 10.69553 -1.14988 19.60093 0.125
C 10.62983 -2.17632 20.54168 0.025
C 11.46872 -3.29513 20.29372 0.186
C 12.36274 -3.35619 19.20686 -0.011
N 12.29378 -2.42001 18.22318 0.257
H 13.57040 0.10904 12.36782 0.007
H 12.07011 0.90466 12.83581 0.000
H 9.20876 0.62587 16.57737 0.009
H 8.66196 3.13483 16.33435 0.000
H 9.82414 4.73233 17.71749 0.000
H 11.96875 4.14421 18.80749 0.000
H 12.62656 1.61440 18.92934 -0.007
H 10.21723 -0.18389 19.81690 0.024
H 9.94407 -2.12425 21.44342 0.001
H 11.55597 -4.07611 21.04195 0.007
H 13.02405 -4.21663 19.06699 0.036
```

Its spin multiplicity is 5. For the gap between HOMO and LUMO (alpha / beta), the calculation gives 6.210 / 4.442 eV. The total charge is +1. The calculation puts the lowest unoccupied orbital energy (alpha / beta) at -2.0108 / -5.1984 eV.

---

(2)
Formula: CH2N5S
Source: the OMol25 dataset
Level of theory: ωB97M-V/def2-TZVPD

Geometry as XYZ:
```
9
Properties=species:S:1:pos:R:3:nbo_charge:R:1
C 0.92710 0.71749 -0.43490 0.044
N 1.17080 -1.14523 0.58686 -0.165
N 0.30380 -0.17812 0.31560 -0.422
N 2.28578 0.33718 -0.54338 -0.393
N 2.31701 -0.84152 0.12517 -0.151
N -2.48511 -0.24868 0.71222 -0.736
S -3.51406 0.32909 -0.32828 0.232
H 0.44751 1.54852 -0.80891 0.173
H -1.45283 -0.51873 0.37562 0.419
```

The calculation puts the relative energy (zero: lowest compared OMol25 entry of this formula, charge and spin) at 1.608 eV. For the gap between HOMO and LUMO (alpha / beta), the calculation gives 7.181 / 7.204 eV. The total charge is -1. The calculation puts the lowest unoccupied orbital energy (alpha / beta) at 2.4365 / 2.4149 eV.

---

Across the entries above, DFT total energy takes the values -3119.46743 -711.22972 hartree, respectively.
Across the entries above, max |F| takes the values 3.0 5.2 eV Å⁻¹, respectively.